Entry 1:
C4H6N2O in the gas phase. Source: the OMol25 dataset; level of theory: ωB97M-V/def2-TZVPD.

frontier orbital gap = 9.854 eV
energy relative to the best compared isomer or geometry (same formula, charge and spin) = 1.622 eV
max |F| = 0.018 Eh/bohr
structure (SMILES) = CN=C=CC(N)=O
E = -9271.880 eV
charge = 0

```
13
C4H6N2O | the OMol25 dataset | ωB97M-V/def2-TZVPD
C -2.8425 0.2838 -0.2951
N -1.7672 -0.6754 -0.1230
C -0.6186 -0.3351 0.0324
C 0.5935 0.0433 0.3993
C 1.7911 -0.4433 -0.3021
N 2.9687 -0.0891 0.3037
O 1.7498 -1.1824 -1.2718
H -3.6310 -0.1074 -0.9349
H -3.2442 0.4018 0.7144
H -2.4861 1.2556 -0.6541
H 0.6556 0.5172 1.3746
H 3.0165 0.7090 0.9153
H 3.8145 -0.3781 -0.1587
```

=====

Entry 2:
C4H6N2O in the gas phase at a distorted geometry. Source: the OMol25 dataset; level of theory: ωB97M-V/def2-TZVPD.

frontier orbital gap = 8.093 eV
energy relative to the best compared isomer or geometry (same formula, charge and spin) = 4.232 eV
max |F| = 0.032 Eh/bohr
structure (SMILES) = Nc1ccc(O)[nH]1
E = -9269.270 eV
charge = 0

```
13
C4H6N2O | the OMol25 dataset | ωB97M-V/def2-TZVPD
N -2.1592 0.0438 0.1407
C -0.9116 0.0548 -0.5013
C -0.1817 1.1171 -0.9040
C 1.2035 0.8921 -0.4016
C 1.1662 -0.4668 -0.0689
O 2.1680 -1.1270 0.5058
N -0.0441 -1.0322 -0.2363
H -2.1348 -0.6283 0.9009
H -2.2596 0.9598 0.5674
H -0.5847 2.0529 -1.2799
H 1.0235 0.9317 0.7489
H 2.9093 -0.5006 0.4108
H -0.3276 -1.9463 0.0771
```